A structure of composition C30H58N3SeSi4Tl, computed with ωB97M-V/def2-TZVPD.

ORCA input file:
```
! wB97M-V def2-TZVPD RIJCOSX def2/J DEFGRID3
* xyz 0 1
Tl -0.281 0.497 -0.050
C 0.958 2.455 1.890
C 1.784 1.271 1.634
C 1.361 0.233 2.544
C 0.415 0.779 3.373
C 0.171 2.175 2.967
C -0.776 3.133 3.626
C -0.228 0.074 4.524
C 1.961 -1.144 2.629
C 3.032 1.238 0.843
C 1.091 3.774 1.187
H -1.574 3.432 2.939
H -0.258 4.045 3.932
H -1.242 2.699 4.511
H -0.355 -0.988 4.301
H -1.205 0.492 4.766
H 0.394 0.145 5.422
H 2.710 -1.291 1.847
H 1.200 -1.923 2.512
H 2.444 -1.310 3.596
H 2.958 0.557 -0.019
H 3.852 0.841 1.447
H 3.305 2.225 0.469
H 1.812 4.423 1.693
H 0.136 4.305 1.165
H 1.428 3.644 0.157
C -2.953 3.150 0.079
Si -3.426 1.365 0.419
C -5.299 1.216 0.342
C -2.897 1.005 2.187
C -2.670 0.200 -0.831
Si -2.585 0.724 -2.632
C -4.328 0.880 -3.325
C -1.655 -0.577 -3.628
C -1.777 2.401 -2.931
Si -2.950 -1.631 -0.572
C -4.342 -2.265 -1.670
C -3.401 -2.127 1.182
C -1.375 -2.614 -0.927
C -1.338 -3.840 -1.573
C -0.118 -4.497 -1.713
C 1.029 -3.915 -1.199
C 0.915 -2.691 -0.556
N -0.259 -2.067 -0.425
H -3.421 3.808 0.820
H -3.276 3.480 -0.914
H -1.866 3.286 0.141
H -5.763 1.877 1.081
H -5.623 0.190 0.554
H -5.681 1.490 -0.649
H -3.205 1.833 2.835
H -1.808 0.909 2.265
H -3.346 0.087 2.579
H -4.921 -0.024 -3.154
H -4.289 1.054 -4.406
H -4.859 1.724 -2.869
H -2.267 -1.468 -3.811
H -0.747 -0.898 -3.106
H -1.355 -0.173 -4.602
H -2.493 3.220 -2.812
H -1.398 2.436 -3.958
H -0.930 2.586 -2.264
H -5.187 -1.569 -1.630
H -4.697 -3.237 -1.313
H -4.042 -2.369 -2.719
H -4.323 -1.640 1.524
H -2.603 -1.890 1.894
H -3.563 -3.209 1.208
H -2.247 -4.269 -1.982
H -0.066 -5.444 -2.237
H 2.002 -4.377 -1.308
H 1.794 -2.181 -0.177
C 1.886 2.028 -5.407
N 1.880 0.870 -4.521
C 2.353 -0.416 -5.040
C 1.404 0.977 -3.302
N 0.967 1.080 -2.232
H 2.901 2.228 -5.750
H 1.516 2.903 -4.878
H 1.250 1.847 -6.277
H 3.318 -0.274 -5.524
H 1.640 -0.820 -5.765
H 2.490 -1.111 -4.215
C 6.264 -1.530 -0.059
Si 5.344 -2.206 -1.560
C 6.486 -2.095 -3.054
C 5.048 -4.043 -1.222
Se 3.443 -1.093 -1.904
H 7.245 -2.013 0.059
H 5.682 -1.712 0.851
H 6.419 -0.450 -0.154
H 7.379 -2.721 -2.914
H 6.811 -1.063 -3.216
H 5.968 -2.433 -3.956
H 5.981 -4.614 -1.336
H 4.311 -4.458 -1.917
H 4.681 -4.195 -0.201
*
```

Electronic energy: -138073.967 eV
Energy above the lowest of the compared OMol25 structures with the same formula, charge and spin: 1.6335 eV
HOMO energy: -6.4891 eV
Largest force on an atom: 2.0 eV/Å
Kohn-Sham gap: 4.63 eV